Entry 1:
Molecular formula: C22H20B3Br10O26V
Method: DFT, the ωB97M-V functional and the def2-TZVPD basis

The geometry in XYZ format:
```
82
Properties=species:S:1:pos:R:3:forces:R:3:mulliken_charge:R:1
O -9.071007 -12.545735 1.496239 1.67 -1.21 -1.65 -0.563
V -7.835308 -12.891317 0.536035 -1.51 3.53 -0.07 1.633
O -8.097520 -14.200526 -0.280277 0.17 0.23 0.79 -0.543
O -10.417773 -9.319581 -6.659692 -0.41 -0.50 0.49 -0.522
C -10.000461 -9.172867 -5.545297 0.81 1.91 -0.95 0.243
O -8.997890 -9.789024 -4.967905 0.38 -1.28 0.25 0.243
B -8.652674 -9.194244 -3.683107 -0.88 1.57 1.14 0.707
O -9.605160 -8.035713 -3.582814 1.38 0.72 -0.66 -0.772
C -10.299033 -7.921681 -4.685430 -1.35 -0.91 0.18 0.821
O -11.175500 -7.130139 -4.923953 0.89 0.10 -0.03 -0.707
O -7.254083 -8.849174 -3.493365 -0.41 0.04 -1.41 -0.697
C -6.689454 -9.863029 -2.845630 1.02 0.12 0.67 0.602
O -5.550786 -10.186689 -2.835460 -0.35 0.03 0.19 -0.488
C -7.833881 -10.476353 -2.027141 -1.44 -0.38 -0.46 0.508
O -8.975433 -9.967164 -2.449772 0.88 -1.22 -0.02 -0.538
O -7.757582 -11.339929 -1.183400 0.28 -1.27 1.49 -0.409
O -0.935054 -13.836310 3.633858 -0.21 -0.08 0.16 -0.587
C -1.776052 -12.987658 3.620911 0.51 0.74 0.46 0.632
O -2.555007 -12.661095 2.629248 -1.39 0.14 -1.53 -0.511
B -3.445735 -11.491264 2.910063 2.47 -0.52 1.29 1.055
O -3.034788 -11.121477 4.290328 -0.33 -0.11 -0.32 -0.468
C -2.101271 -11.970093 4.747958 -0.51 -0.51 -0.07 0.560
O -1.661623 -12.013164 5.852086 0.18 0.38 0.36 -0.564
O -4.873157 -11.871299 2.783085 -1.13 -0.22 -0.06 -0.577
C -5.419727 -11.174683 1.844228 1.87 -0.03 -0.23 0.682
O -6.499055 -11.339377 1.302887 -0.95 -1.43 0.00 -0.612
C -4.345972 -10.202343 1.272477 -0.20 -0.47 0.34 0.607
O -3.225729 -10.411370 1.958015 -0.82 0.22 -0.38 -0.496
O -4.572411 -9.529595 0.328081 0.27 0.72 -0.30 -0.483
O -3.811611 -11.956173 -4.198378 -0.57 -0.81 0.13 -0.485
C -3.044542 -12.606675 -4.841376 0.17 0.40 -0.25 0.477
O -3.096945 -13.880702 -5.246439 -0.24 0.49 0.23 -0.513
B -1.789166 -14.220298 -5.840789 -0.32 0.50 0.18 1.105
O -1.074685 -12.944058 -5.954546 0.97 -0.32 -0.78 -0.557
C -1.743943 -11.990960 -5.373993 -0.58 0.67 0.76 0.625
O -1.450497 -10.837914 -5.211347 0.39 -0.30 -0.40 -0.628
O -1.081148 -15.133954 -4.940649 0.13 0.09 -0.54 -0.520
C -0.811190 -16.245782 -5.600514 -0.27 -0.32 1.36 0.652
O -0.269046 -17.193779 -5.096711 0.04 -0.02 -0.74 -0.631
C -1.427878 -16.117559 -7.011219 1.03 -0.84 -0.09 0.538
O -1.895983 -14.900905 -7.159121 -0.24 0.02 0.46 -0.450
O -1.377197 -17.016207 -7.805374 -0.39 0.30 -0.33 -0.610
Br -12.806542 -10.601641 -2.242984 -0.17 -0.01 -0.20 -0.187
C -13.078360 -8.726917 -1.895412 -0.32 1.27 0.53 -0.343
C -11.718785 -8.080637 -1.678931 -0.39 0.13 -0.40 -0.228
Br -11.966673 -6.146303 -1.250087 0.08 -0.88 0.10 -0.210
H -13.733554 -8.588975 -1.034446 0.39 -0.53 0.40 0.452
H -13.677986 -8.219468 -2.650059 0.50 -0.44 -0.66 0.101
H -11.082621 -8.051848 -2.559996 -0.74 -0.04 0.49 0.031
H -11.155481 -8.630525 -0.928673 -0.08 0.52 0.45 0.463
Br -13.333342 -1.514182 -4.407766 0.12 -0.56 -0.10 -0.187
C -12.996751 -3.391206 -4.851834 0.95 -0.79 -0.38 -0.578
C -11.640576 -3.930576 -4.361061 -0.36 0.74 0.05 0.806
Br -10.128083 -3.244685 -5.424168 -0.36 -0.06 0.22 -0.193
H -13.019336 -3.512635 -5.932635 -0.15 0.40 -0.06 0.382
H -13.797026 -4.023546 -4.475626 -0.03 0.37 0.38 0.311
H -11.552748 -5.010581 -4.444394 -0.29 0.04 -0.06 -0.808
H -11.468257 -3.626029 -3.333076 0.19 -0.03 -0.02 0.425
Br -6.901476 -8.101433 -8.602730 -0.56 0.21 0.47 -0.178
C -8.064789 -6.968665 -7.416899 0.38 -0.62 -1.82 -0.113
C -7.350415 -6.555262 -6.152161 -0.58 0.28 -0.62 0.100
Br -5.531080 -5.854810 -6.429978 -0.73 -0.24 0.22 -0.117
H -8.973316 -7.562639 -7.315324 0.30 -0.19 0.69 -0.263
H -8.402339 -6.208695 -8.119379 0.55 0.58 0.40 0.446
H -7.340037 -7.399777 -5.469898 0.52 0.20 0.18 0.006
H -7.933663 -5.720739 -5.763768 0.16 -0.06 0.41 0.154
Br -8.540689 -12.172221 -9.375941 -0.22 -0.17 0.34 -0.198
C -8.571703 -11.431563 -7.546557 0.76 0.18 -0.51 0.162
C -7.724197 -12.241056 -6.572875 0.60 0.50 -0.77 0.029
Br -5.792958 -12.218048 -7.054381 -0.72 -0.10 -0.14 -0.109
H -9.610765 -11.262136 -7.276525 0.14 -0.57 0.09 0.309
H -8.150507 -10.450184 -7.747002 0.12 0.00 0.38 -0.361
H -8.022772 -13.282628 -6.546550 0.03 -0.01 0.25 0.507
H -7.658393 -11.750360 -5.607615 -0.55 -0.24 0.07 -0.317
Br -14.056949 -6.728689 -5.079593 -0.34 0.23 -0.70 -0.224
C -13.626005 -7.343052 -6.899108 0.26 -1.10 -0.15 -0.387
C -13.559136 -8.858528 -6.751512 -0.15 0.14 0.21 -0.359
Br -13.171702 -9.750063 -8.444924 -0.06 0.25 0.23 -0.198
H -12.637563 -7.033828 -7.233786 -0.02 0.51 0.49 0.216
H -14.365962 -7.011637 -7.621449 -0.23 0.09 0.31 0.519
H -14.479903 -9.290802 -6.370779 -0.08 0.07 -0.15 0.467
H -12.762059 -9.071903 -6.043578 0.07 -0.26 -0.30 -0.087
```
Positions in Å, forces in eV/Å.

LUMO level in eV: 0.093
HOMO-LUMO gap in eV: 5.39
E_HOMO in eV: -5.295
Strongest force on any atom in eV/A: 3.84
Energy relative to the best compared isomer or geometry (same formula, charge and spin) in kcal per mole: 0.0
Calculated total energy in eV: -804535.2318
Net charge: -2

***

Entry 2:
Molecular formula: C5H10O
Method: DFT, the ωB97M-V functional and the def2-TZVPD basis

The geometry in XYZ format:
```
16
Properties=species:S:1:pos:R:3:forces:R:3:nbo_charge:R:1
C 2.691611 -0.236471 0.126225 -2.03 0.77 0.13 -0.244
C 0.281611 -0.457109 -0.066880 0.62 -0.28 0.14 0.121
C -0.983143 -0.051571 0.017453 -0.33 0.61 -0.37 -0.086
C -2.158859 -1.035606 0.016381 1.36 -0.61 -1.80 -0.627
C -1.318190 1.442964 0.048636 -0.45 -0.19 0.93 -0.640
H 3.125878 0.182953 1.046423 -0.57 -0.07 -0.12 0.186
H 2.549690 -1.321001 0.237680 0.29 0.37 -0.21 0.179
H 3.328897 0.057354 -0.680027 0.45 -0.24 -0.57 0.192
H 0.601203 -1.504209 -0.041452 -0.51 0.11 -0.07 0.155
H -2.137700 -1.626281 -0.970636 -0.40 0.87 1.40 0.215
H -2.074606 -1.750492 0.805056 0.18 -0.63 0.58 0.215
H -3.108622 -0.555325 0.160642 -0.35 0.37 -0.24 0.214
H -0.783205 1.872164 0.943073 -0.50 -0.02 -1.05 0.222
H -2.425843 1.529927 0.236293 1.13 0.18 -0.23 0.205
H -1.063724 2.007700 -0.874037 -0.02 -0.41 0.63 0.223
O 1.363731 0.391746 -0.214239 1.11 -0.80 0.84 -0.530
```
Positions in Å, forces in eV/Å.

LUMO level in eV: 1.047
HOMO-LUMO gap in eV: 9.15
E_HOMO in eV: -8.103
Strongest force on any atom in eV/A: 2.34
Energy relative to the best compared isomer or geometry (same formula, charge and spin) in kcal per mole: 38.5
Calculated total energy in eV: -7393.0972
SMILES: COC=C(C)C

***

Entry 3:
Molecular formula: C28H35Br36ClFO6Si2
Method: DFT, the ωB97M-V functional and the def2-TZVPD basis

The geometry in XYZ format:
```
109
Properties=species:S:1:pos:R:3:forces:R:3:mulliken_charge:R:1
C -1.615871 -4.319357 -2.280374 -0.74 0.31 -0.56 -0.358
C -2.935382 -3.668447 -2.753971 0.65 -0.75 0.90 -0.555
O -3.048135 -2.426424 -2.083255 -0.51 0.26 -0.84 -0.342
C -2.244928 -1.453543 -2.727040 -0.03 0.45 -0.56 1.150
C -2.681776 -0.028484 -2.368616 0.16 -0.51 0.61 -0.931
O -1.637275 0.678312 -1.746294 -0.30 0.08 -0.27 -0.156
C -0.605134 1.059662 -2.639325 0.47 -0.04 0.49 -0.685
Si 0.784840 1.906894 -1.642967 0.22 1.27 -1.05 0.152
Cl 0.026330 2.227060 0.275673 0.21 -0.40 -0.03 -0.349
O 2.228656 1.011669 -1.666099 -1.15 -0.73 1.13 -0.212
Si 2.442254 -0.188756 -0.542384 1.11 0.00 -0.81 -0.014
C 1.553990 -1.825839 -1.053946 0.66 -0.85 1.18 0.418
C 0.594666 -2.161688 0.041965 -0.27 1.13 -1.13 -0.041
O -0.354197 -1.502486 0.264392 -1.14 0.07 0.59 -0.417
F 0.846214 -3.221973 0.843177 0.63 -0.50 -0.08 -0.303
C 4.305023 -0.637296 -0.450803 -0.16 0.26 0.72 -1.324
C 4.769403 -0.479327 0.988739 -0.17 -0.16 -0.54 0.767
C 4.206535 -1.357521 1.920053 -0.09 -0.19 0.35 -0.412
C 4.520292 -1.294156 3.261662 0.30 0.70 -0.65 -0.866
C 5.420501 -0.306349 3.702337 -0.08 -0.78 0.64 1.949
C 5.685605 -0.276499 5.195844 -0.68 0.47 -0.62 -1.931
C 5.990186 0.558184 2.780277 0.74 -0.21 -0.54 -0.577
C 5.673104 0.477848 1.416414 0.07 -0.64 0.38 -0.973
C 1.140707 3.617374 -2.415499 0.35 1.21 -0.06 0.557
O 1.094241 4.598345 -1.640950 -0.15 -0.36 0.13 -0.665
O 1.402228 3.644814 -3.641829 -0.18 -0.87 0.05 -0.755
H -1.533763 -5.359672 -2.590412 0.01 -0.04 0.08 0.281
H -1.601322 -4.223716 -1.188938 0.21 -0.16 -0.18 -0.025
H -0.799617 -3.761401 -2.736531 0.24 -0.11 0.24 0.209
H -2.964941 -3.564285 -3.843317 0.04 0.20 -0.01 0.336
H -3.783632 -4.294907 -2.473282 -0.07 0.15 0.18 0.380
H -2.317031 -1.564449 -3.820155 -0.05 -0.27 0.04 0.497
H -1.189267 -1.588928 -2.477436 -0.01 0.09 0.20 -0.981
H -3.485638 -0.125993 -1.633768 0.03 0.11 0.06 0.309
H -3.110730 0.477027 -3.244806 0.83 0.20 0.49 0.175
H -0.941504 1.808554 -3.366948 -0.07 -0.04 -0.03 0.485
H -0.194944 0.207834 -3.202448 -0.10 -0.02 -0.03 0.291
H 1.995526 0.174361 0.805645 -0.09 -0.02 0.04 0.019
H 1.041570 -1.757975 -2.009917 -0.13 0.10 0.05 0.269
H 2.303833 -2.617623 -1.075068 0.09 0.10 -0.39 0.346
H 4.892935 -0.028281 -1.136442 -0.02 -0.01 -0.06 0.471
H 4.445848 -1.695514 -0.679780 -0.05 0.05 -0.38 0.513
H 3.503058 -2.116303 1.586366 0.01 0.02 -0.07 0.501
H 4.088920 -1.988122 3.970117 -0.04 -0.02 0.03 0.400
H 6.723864 -0.081849 5.430745 0.04 -0.01 0.21 0.613
H 5.351175 -1.202695 5.659214 0.17 -0.10 -0.01 0.438
H 5.047426 0.507411 5.624175 0.46 -0.19 -0.32 -0.178
H 6.705538 1.333707 3.082375 -0.41 -0.57 -0.23 -0.205
H 6.113594 1.150253 0.693006 0.02 0.13 0.09 0.424
C 2.866004 3.604151 2.159095 0.00 0.05 0.01 -0.262
Br 3.476465 3.670806 0.346218 0.05 0.03 0.09 0.004
Br 3.803831 2.220074 3.126973 -0.91 0.77 0.21 0.118
Br 3.028933 5.319419 3.031881 0.00 -0.04 0.01 -0.084
H 1.814391 3.350742 2.142676 -0.01 -0.01 -0.06 0.259
C 1.425197 -6.833506 -1.076875 -0.03 -0.01 -0.02 -0.040
Br 1.940315 -5.349139 -2.182290 0.04 -0.01 -0.03 0.003
Br 0.037017 -7.872809 -1.907252 0.00 -0.09 0.01 -0.034
Br 2.954618 -7.897575 -0.597910 -0.42 0.22 -0.09 0.017
H 1.018573 -6.430626 -0.158435 -0.01 0.02 -0.02 0.064
C -5.850835 1.197455 -5.579844 -0.06 0.03 -0.04 0.183
Br -5.053038 1.267173 -7.329268 0.00 -0.02 0.06 -0.024
Br -5.008085 -0.124269 -4.457012 -0.72 -0.14 -0.50 0.053
Br -5.881231 2.921301 -4.738150 0.17 -0.02 0.06 0.042
H -6.877239 0.889914 -5.713346 -0.01 0.01 -0.04 -0.228
C -8.894006 -0.504706 -3.556390 0.01 0.02 0.13 0.014
Br -9.731050 1.090780 -2.886025 0.00 -0.17 0.12 0.106
Br -9.537976 -2.082289 -2.662965 0.01 0.03 -0.05 -0.043
Br -9.093393 -0.650216 -5.471257 -0.04 -0.01 0.03 -0.087
H -7.834599 -0.429169 -3.347287 0.01 -0.01 -0.04 0.039
C -9.674416 5.156968 -5.374787 0.12 -0.01 -0.12 0.051
Br -11.122800 5.891772 -6.406875 0.05 0.07 -0.08 -0.041
Br -9.471896 3.266979 -5.671902 -0.14 0.15 -0.20 0.068
Br -8.029743 6.110264 -5.664051 -0.07 -0.05 -0.03 -0.032
H -9.935955 5.285750 -4.336713 -0.01 0.00 0.03 -0.032
C -2.047901 -4.168613 2.161261 0.01 0.06 -0.08 1.339
Br -2.308142 -3.110353 3.743381 0.01 -0.08 -0.04 -0.053
Br -1.120410 -5.821704 2.550053 -0.06 0.09 -0.06 -0.074
Br -3.706855 -4.482625 1.232680 0.10 -0.02 0.06 -0.032
H -1.412464 -3.596247 1.498857 -0.02 0.03 0.02 -1.212
C -12.749256 4.646349 -2.465298 -0.11 -0.06 -0.05 -0.295
Br -13.361671 6.465836 -2.593612 0.06 -0.04 -0.02 -0.013
Br -13.115913 3.653061 -4.074055 0.05 0.02 0.15 -0.006
Br -10.888284 4.556827 -1.969565 -0.04 -0.04 0.06 -0.098
H -13.307040 4.176511 -1.668536 0.01 0.01 0.02 0.372
C 8.558745 3.471726 6.201255 -0.10 0.04 -0.03 -0.393
Br 7.447929 2.493295 4.974250 0.32 0.51 0.33 0.210
Br 7.634276 4.988381 6.942302 0.01 -0.07 0.01 -0.021
Br 9.256677 2.321619 7.585982 -0.03 0.01 -0.01 -0.065
H 9.403719 3.850484 5.645020 0.02 -0.01 0.02 0.359
C -7.166070 10.385694 -4.700145 -0.01 -0.02 0.02 -0.323
Br -8.993445 10.160335 -5.269982 0.04 -0.01 0.00 -0.008
Br -6.591572 8.936012 -3.575715 0.03 0.06 -0.01 -0.001
Br -5.980758 10.637215 -6.195151 -0.04 -0.03 0.02 -0.003
H -7.126463 11.286736 -4.106118 0.00 0.00 -0.01 0.327
C 6.127706 -7.438203 2.521766 -0.07 0.07 0.05 -0.349
Br 5.531971 -5.616204 2.339095 0.03 -0.05 -0.03 0.088
Br 5.640000 -8.507892 0.997252 0.47 -0.18 0.19 -0.071
Br 8.012688 -7.527610 2.872020 -0.12 -0.34 -0.12 -0.048
H 5.617813 -7.856728 3.377150 0.00 -0.01 0.00 0.379
C 8.875397 -3.662531 4.114513 -0.07 0.08 -0.03 -0.332
Br 9.715991 -4.465220 2.571943 0.02 0.24 0.07 -0.055
Br 7.442979 -2.464386 3.633491 0.39 -0.36 -0.06 0.173
Br 8.288583 -4.985624 5.394613 0.05 0.17 0.05 -0.060
H 9.630722 -3.067563 4.606356 0.03 -0.05 0.01 0.339
C 5.023873 1.503070 9.580304 -0.04 0.10 -0.05 -0.308
Br 4.299422 3.100043 10.380880 0.01 -0.06 -0.01 -0.027
Br 4.465050 -0.081543 10.523145 0.00 0.04 -0.02 -0.034
Br 4.622596 1.390696 7.701773 -0.03 0.22 0.73 0.198
H 6.099228 1.563916 9.669970 0.00 0.00 0.00 0.287
```
Positions in Å, forces in eV/Å.

LUMO level in eV: 0.800
HOMO-LUMO gap in eV: 5.31
E_HOMO in eV: -4.509
Strongest force on any atom in eV/A: 1.77
Energy relative to the best compared isomer or geometry (same formula, charge and spin) in kcal per mole: 14.5
Calculated total energy in eV: -2594414.7705
Net charge: -1

***

Question: Which value of LUMO level does entry 2 give?
Answer: 1.047 eV

***

Question: What is the HOMO-LUMO gap in the second record?
Answer: 9.15 eV

***

Question: Which value of energy relative to the best compared isomer or geometry (same formula, charge and spin) does entry 2 give?
Answer: 38.5 kcal per mole

***

Question: Which of these has the highest E_HOMO?
Answer: C28H35Br36ClFO6Si2